Entry 1:
The following is a DFT calculation (the ωB97M-V functional and the def2-TZVPD basis) of a cluster of 3 separate species, C22H45N6O5S2 in total.

Atoms and positions in Å:
C 1.4581 -5.9586 2.5169
C 1.0029 -5.7417 1.1976
C 1.7063 -4.7103 0.2043
C 0.8135 -4.3861 -1.1163
C 0.1550 -5.6474 -1.8435
C -1.3422 -5.4340 -2.3435
O -1.5878 -5.8070 -3.5243
N -2.4111 -4.8977 -1.5195
C -2.7371 -5.7567 -0.3498
C -3.6058 -4.4887 -2.3022
N -0.0731 -3.2900 -0.6248
C 0.1525 -2.0154 -1.2416
N -0.0441 -0.8075 -0.7384
N -0.5392 -0.6036 0.5460
C -2.0411 -0.5282 0.4266
C -2.5825 -0.2007 1.9406
C -3.7561 -1.2229 2.3344
N 0.7038 -2.3918 -2.5767
C 1.6560 -3.5091 -2.1955
C 2.9179 -2.6701 -1.6067
N 3.0893 -1.4013 -2.4119
H 2.1273 -5.1618 2.9772
H 1.1182 -6.8772 3.0825
H 0.1186 -6.3882 0.8650
H 1.7570 -3.7139 0.7766
H 2.7730 -4.9838 -0.0706
H 0.7970 -5.8557 -2.7713
H 0.1709 -6.6045 -1.2328
H -3.6342 -5.3258 0.1992
H -1.8551 -5.6675 0.3878
H -2.8239 -6.8653 -0.5906
H -3.3341 -4.0056 -3.3040
H -4.1114 -3.6457 -1.7007
H -4.3828 -5.3107 -2.3983
H -0.3532 -3.3194 0.3609
H 0.1805 -0.0006 -1.3413
H -0.3531 -1.3966 1.1718
H -2.3417 0.2554 -0.3325
H -2.4360 -1.5528 0.1158
H -1.7116 -0.3554 2.6647
H -2.9134 0.9072 1.9514
H -3.8051 -2.1377 1.6442
H -4.7555 -0.6725 2.2655
H -3.5448 -1.6111 3.3824
H -0.0614 -2.8785 -3.0866
H 2.0458 -4.0419 -3.1160
H 2.7809 -2.3517 -0.5214
H 3.8680 -3.2928 -1.6959
H 2.7297 -0.6054 -1.8614
H 4.1034 -1.2483 -2.5102
C -1.5944 4.9301 1.1283
C -0.4670 4.3933 0.2455
C -0.9470 3.0695 -0.3567
S -2.7316 3.1813 -0.4527
O -3.3045 2.2010 0.4465
O -3.1299 3.2782 -1.8380
C -2.8683 4.7907 0.3032
H -1.4192 5.9650 1.4228
H -1.6697 4.3270 2.0389
H -0.2600 5.1088 -0.5559
H 0.4548 4.2577 0.8077
H -0.5408 2.9107 -1.3569
H -0.6950 2.2229 0.2865
H -3.7767 4.8434 0.9025
H -2.9018 5.5326 -0.4971
C 3.8576 7.0569 -0.0473
C 4.1424 8.0626 1.0704
C 3.0165 7.9363 2.0994
S 2.4247 6.2510 1.9894
O 1.0626 6.2707 1.5019
O 2.8026 5.5329 3.1844
C 3.4970 5.7526 0.6523
H 4.7164 6.9325 -0.7092
H 3.0129 7.4046 -0.6505
H 5.1004 7.8218 1.5414
H 4.2132 9.0824 0.6877
H 3.3723 8.1282 3.1116
H 2.1843 8.6020 1.8655
H 2.9794 5.0458 0.0040
H 4.3804 5.2839 1.0908

Properties
Gap between HOMO and LUMO ... 0.3348 Ha
Charge ... +1

=====

Entry 2:
The following is a DFT calculation (the ωB97M-V functional and the def2-TZVPD basis) of a structure of composition C22H46As3BrNOSe2V.

Atoms and positions in Å:
V -0.8686 -0.4193 0.3718
C 1.2473 0.2067 3.6057
Se 0.6802 1.3027 2.1086
C 2.2619 2.4387 1.9703
C 3.5524 1.7445 1.5898
Se 3.6635 1.2442 -0.2889
C 4.5431 2.8613 -0.9180
H 1.6056 0.8612 4.3961
H 2.0258 -0.4946 3.3156
H 0.3694 -0.3329 3.9535
H 2.3312 2.9031 2.9557
H 2.0028 3.2142 1.2502
H 3.7218 0.8518 2.1899
H 4.3932 2.4128 1.7775
H 5.5436 2.9217 -0.4989
H 3.9626 3.7415 -0.6552
H 4.6124 2.7861 -2.0001
C -3.0722 -0.5804 -2.7245
As -2.4256 -1.6608 -1.2491
C -4.0974 -2.3006 -0.5026
C -1.6690 -3.1695 -2.2288
C -0.8912 -4.2668 -1.4691
C -1.6886 -4.7374 -0.2566
C 0.4986 -3.7771 -1.0589
As 0.6679 -2.4893 0.3939
C 0.5447 -3.5073 2.0316
C 2.5606 -2.1014 0.3146
C -0.7348 -5.4231 -2.4801
As 0.3647 -7.0731 -2.2687
C 0.4481 -7.4034 -0.3344
C 2.1721 -6.3269 -2.4911
H -3.7841 -1.1640 -3.3074
H -2.2415 -0.2862 -3.3634
H -3.5680 0.3109 -2.3424
H -4.5401 -3.0329 -1.1771
H -4.7757 -1.4536 -0.4019
H -3.9458 -2.7515 0.4738
H -1.0395 -2.7313 -3.0090
H -2.5277 -3.6205 -2.7351
H -1.8765 -3.9211 0.4502
H -1.1657 -5.5225 0.2869
H -2.6587 -5.1330 -0.5634
H 1.0157 -3.3354 -1.9169
H 1.1019 -4.6261 -0.7366
H 1.1516 -4.4076 1.9383
H -0.4847 -3.7812 2.2491
H 0.9293 -2.8927 2.8447
H 3.1169 -3.0351 0.3957
H 2.8322 -1.4405 1.1368
H 2.8095 -1.6070 -0.6226
H -0.3568 -5.0174 -3.4255
H -1.7354 -5.8019 -2.7055
H -0.5228 -7.7229 0.0406
H 0.8147 -6.5634 0.2560
H 1.1408 -8.2346 -0.2037
H 2.1802 -5.6231 -3.3232
H 2.8363 -7.1506 -2.7483
H 2.5651 -5.8403 -1.5986
C -3.3565 4.6411 -0.0321
C -2.4098 3.6259 -0.5971
C -1.6206 3.8921 -1.7146
C -0.7305 2.9459 -2.2052
C -0.6810 1.7456 -1.5357
Br 0.4555 0.3250 -2.0473
N -1.4158 1.4531 -0.4699
C -2.2664 2.3779 -0.0044
H -3.6498 5.3640 -0.7902
H -2.8825 5.1864 0.7854
H -4.2560 4.1693 0.3599
H -1.6998 4.8512 -2.2105
H -0.1110 3.1312 -3.0701
H -2.8341 2.0988 0.8753
C -2.7457 -1.2958 2.5680
O -1.6796 -0.6503 1.8988
H -3.6994 -0.9353 2.1775
H -2.6741 -1.0614 3.6296
H -2.6783 -2.3775 2.4253

Properties
2S+1 ... 3
Energy above the lowest of the compared OMol25 structures with the same formula, charge and spin ... 0.2 kJ/mol
Gap between HOMO and LUMO (alpha / beta) ... 0.2524 / 0.2505 Ha
Charge ... +2

=====

Entry 3:
The following is a DFT calculation (the ωB97M-V functional and the def2-TZVPD basis) of a structure of composition C22H46Br12N6O6.

Atoms and positions in Å:
C 10.7587 -21.9664 5.8877
C 11.6383 -22.4806 4.7767
O 12.7165 -22.9851 5.0655
N 11.2290 -22.1318 3.5592
C 12.0107 -22.4345 2.3737
H 9.7313 -22.2505 5.7723
H 10.8584 -20.8503 6.0453
H 11.1477 -22.2962 6.8767
H 10.3372 -21.6977 3.4823
H 12.9187 -21.8555 2.3402
H 11.5083 -22.1073 1.5279
H 12.3080 -23.4972 2.3059
C 8.8624 -15.1528 1.9360
C 7.5419 -15.9238 2.1305
O 7.1767 -16.8703 1.4886
N 6.6875 -15.4297 3.0618
C 5.4864 -16.1165 3.4936
H 8.6116 -14.4154 1.1927
H 9.5635 -15.7873 1.4934
H 9.2802 -14.6747 2.8469
H 6.9874 -14.6265 3.5959
H 4.7219 -15.3764 3.8749
H 5.6761 -16.9093 4.2947
H 4.9091 -16.5836 2.7481
C 15.8294 -24.4817 5.7800
C 15.9585 -24.7133 4.3496
O 16.9062 -25.2655 3.8249
N 14.8385 -24.4425 3.6124
C 15.0369 -24.6018 2.2391
H 15.9502 -25.4079 6.3640
H 14.8833 -24.1021 6.0537
H 16.6263 -23.7972 6.1539
H 13.9886 -23.9914 3.9908
H 15.9985 -24.1936 1.9965
H 14.3012 -23.9797 1.7221
H 15.0584 -25.6283 1.9462
C 13.5978 -24.7895 -1.6842
C 13.7325 -23.3545 -1.2763
O 12.9108 -22.5007 -1.5336
N 14.8953 -23.0035 -0.7117
C 15.2529 -21.7358 -0.0905
H 14.1377 -25.5115 -1.1567
H 13.7695 -24.8433 -2.7737
H 12.5183 -24.9375 -1.5619
H 15.6187 -23.7519 -0.6421
H 16.3548 -21.8811 0.0887
H 14.7595 -21.7122 0.9509
H 14.9654 -20.8720 -0.7150
C 6.7979 -22.1701 2.5036
C 7.5416 -20.8634 2.5259
O 8.6394 -20.7649 3.0839
N 6.8794 -19.7520 2.1240
C 5.6590 -19.7947 1.2988
H 5.7465 -21.9324 2.6338
H 7.1647 -22.7920 3.3834
H 6.9984 -22.7677 1.5863
H 7.3732 -18.9027 2.1616
H 4.7776 -20.2824 1.8247
H 5.7964 -20.4020 0.4122
H 5.3233 -18.7904 1.0858
C 11.8756 -17.7248 0.6666
C 12.8933 -18.8355 0.3965
O 13.9524 -18.9709 1.0020
N 12.4882 -19.7506 -0.4981
C 11.2462 -19.7741 -1.2600
H 11.8584 -16.9586 -0.1362
H 12.0791 -17.2099 1.6311
H 10.8483 -18.1584 0.8927
H 13.0441 -20.6125 -0.5298
H 10.8179 -18.8143 -1.3120
H 10.5339 -20.4801 -0.7237
H 11.4173 -20.0440 -2.2875
C 7.5184 -16.4321 -1.6753
Br 5.5475 -16.3535 -1.6849
Br 8.3013 -14.7765 -2.1828
Br 8.0112 -17.9270 -2.8338
H 7.7982 -16.6520 -0.6186
C 11.0426 -16.4814 5.2545
Br 10.0153 -14.8961 5.4604
Br 10.1316 -17.9251 4.4071
Br 11.7159 -16.9968 6.9431
H 11.7984 -16.1309 4.6069
C 15.1865 -18.4549 3.7173
Br 17.0378 -18.9874 3.9438
Br 15.1248 -16.6571 4.4812
Br 13.9445 -19.7056 4.5377
H 14.9664 -18.3594 2.6321
C 15.9071 -16.2330 -0.0017
Br 16.0971 -15.8470 -1.8140
Br 15.0449 -14.8190 0.9347
Br 17.4744 -16.9162 0.9493
H 15.1987 -17.0174 0.0592

Properties
Energy above the lowest of the compared OMol25 structures with the same formula, charge and spin ... 34.8 kJ/mol
Gap between HOMO and LUMO ... 0.3172 Ha

=====

Entry 4:
The following is a DFT calculation (the ωB97M-V functional and the def2-TZVPD basis) of a structure of composition C22H46CrNO21.

Atoms and positions in Å:
Cr 3.6334 0.0326 -0.2139
C -0.9473 0.2707 0.4069
C 0.5089 0.2864 0.9763
C 0.6017 -0.3603 2.4252
O 1.5162 -0.1522 0.0570
H -1.1112 -0.5862 -0.2465
H -1.1754 1.2391 -0.0384
H -1.6183 0.1317 1.2546
H 0.8597 1.2974 1.1832
H 0.2414 -1.3875 2.4804
H -0.1676 0.1426 3.0113
H 1.5759 -0.2688 2.9056
C -6.6558 -0.1067 -3.9870
O -5.9421 0.0997 -2.8054
C -5.5362 -0.9645 -2.1019
O -5.5065 -2.1323 -2.4733
O -4.8565 -0.6826 -0.9546
C -4.7627 0.5717 -0.3678
H -7.5666 -0.5887 -3.6318
H -6.2090 -0.8718 -4.6217
H -6.7777 0.8293 -4.5322
H -4.3096 1.2506 -1.0903
H -4.2275 0.6518 0.5783
H -5.7475 0.9924 -0.1645
C -3.5057 -3.8587 -0.7229
O -3.7396 -3.2373 0.4874
C -2.7786 -2.8532 1.3433
O -1.5587 -3.1541 1.2116
O -3.3738 -2.0689 2.2384
C -2.6612 -1.4066 3.2966
H -4.4833 -3.9094 -1.2022
H -2.9957 -4.8139 -0.5973
H -2.8317 -3.2043 -1.2757
H -2.4384 -0.4209 2.8883
H -1.7080 -1.8138 3.6340
H -3.4080 -1.3639 4.0894
C 4.2506 -1.3252 5.2014
O 4.4438 -0.6876 3.9354
C 4.3555 -1.3509 2.7979
O 4.3796 -0.7983 1.6539
O 4.1814 -2.6764 3.0025
C 3.5528 -3.4515 1.9836
H 4.9744 -2.1141 5.4059
H 3.2237 -1.6095 5.4311
H 4.5763 -0.6493 5.9921
H 3.8232 -4.4981 2.1244
H 3.9662 -3.2459 0.9962
H 2.4868 -3.2293 2.0319
C -0.5673 3.1191 -5.9487
O -0.8810 2.6021 -4.6972
C -1.3719 1.3787 -4.6946
O -1.6339 0.7326 -5.7260
O -1.3971 0.9306 -3.4295
C -1.8284 -0.4453 -3.1702
H -0.1029 4.0975 -5.8256
H -1.4541 3.2437 -6.5702
H 0.2229 2.4861 -6.3523
H -1.1398 -1.2397 -3.4582
H -2.7616 -0.6839 -3.6804
H -1.9524 -0.5922 -2.0973
C 0.6336 3.6141 -1.8363
O 0.9820 4.7954 -1.1845
C 0.7573 4.8962 0.1694
O 0.2362 4.0181 0.8527
O 1.1053 6.1215 0.4995
C 0.4390 6.6711 1.6835
H 0.5670 3.8066 -2.9071
H -0.3934 3.3605 -1.5735
H 1.2298 2.7666 -1.4979
H -0.5562 7.0140 1.4007
H 1.0081 7.5031 2.0983
H 0.2902 5.9648 2.5002
C 1.3172 -3.3279 -1.0687
O 2.3631 -3.4044 -2.0295
C 3.5261 -2.8251 -1.9104
O 3.8586 -2.0298 -1.0274
O 4.1753 -3.1594 -3.0983
C 5.3458 -2.4770 -3.5215
H 0.3950 -2.8466 -1.3944
H 1.7494 -2.9130 -0.1582
H 0.9058 -4.2668 -0.6980
H 5.9810 -2.2747 -2.6592
H 5.1639 -1.5556 -4.0747
H 5.7162 -3.2261 -4.2214
C 2.2955 1.9956 5.0692
N 3.3525 2.7291 5.7182
O 4.2488 2.0587 6.2530
O 3.3557 3.9320 5.5426
H 2.0264 1.1155 5.6534
H 2.8395 1.7597 4.1546
H 1.4019 2.6013 4.9187

Properties
2S+1 ... 5
Gap between HOMO and LUMO (alpha / beta) ... 0.2626 / 0.2893 Ha
Charge ... +1